## one
Molecular formula: FHNP
Method: DFT, the ωB97M-V functional and the def2-TZVPD basis

Properties
- HOMO-LUMO gap (spin up / spin down): 9.10 / 8.69 eV
- Highest occupied orbital energy (spin up / spin down): -9.7 / -10.3 eV
- LUMO (spin up / spin down): -0.62 / -1.61 eV

Geometry as XYZ:
```
4
Properties=species:S:1:pos:R:3:lowdin_charge:R:1
H -0.0704 -0.0133 -0.3288 -0.24
P -0.6748 1.0788 0.2975 0.69
N -0.5632 0.2744 2.1618 -0.24
F -0.8249 1.2247 3.0711 -0.22
```

***

## two
Molecular formula: FHNP
Method: DFT, the ωB97M-V functional and the def2-TZVPD basis

Properties
- HOMO-LUMO gap: 11.62 eV
- Highest occupied orbital energy: -12.2 eV
- LUMO: -0.59 eV

Geometry as XYZ:
```
4
Properties=species:S:1:pos:R:3:lowdin_charge:R:1
N 1.8571 0.4131 -0.0191 -0.54
P 3.2835 0.0892 0.0229 0.64
F -1.2721 0.5520 0.0122 -0.12
H -0.4477 0.0977 0.0627 0.02
```

***

Short version: one is the least stable of them.

***

## one
Molecular formula: C25H48CoOP4
Method: DFT, the ωB97M-V functional and the def2-TZVPD basis

Properties
- Net charge: +3
- HOMO-LUMO gap (spin up / spin down): 6.34 / 4.72 eV
- Highest occupied orbital energy (spin up / spin down): -16.4 / -16.8 eV
- 2S+1: 5
- Expectation value of S²: 6.06
- LUMO (spin up / spin down): -10.10 / -12.07 eV

Geometry as XYZ:
```
79
Properties=species:S:1:pos:R:3:lowdin_charge:R:1
Co 0.5798 -0.8202 0.1237 -0.02
P -1.3845 -1.5620 -0.6415 0.78
P 1.3812 -2.2542 1.4270 0.77
P 1.5612 -0.6309 -1.7833 0.80
H 2.2607 3.9867 0.9037 0.06
C 1.8017 4.0316 -0.0764 -0.07
C 0.4771 4.1739 -0.2245 -0.08
H -0.1967 4.3166 0.6294 0.06
C -2.8133 -1.5401 0.4734 -0.19
C -1.3870 -3.3151 -1.2113 -0.20
C -2.0658 -0.6584 -2.0702 -0.18
C 2.0080 -1.6067 3.0115 -0.20
C 0.2513 -3.5639 2.0263 -0.19
C 2.8240 -3.2312 0.8593 -0.20
C 1.2888 1.0492 -2.4502 -0.19
C 1.0863 -1.7536 -3.1925 -0.21
C 3.3747 -0.8505 -1.9119 -0.18
H 2.4661 4.0014 -0.9450 0.06
H 0.0343 4.2627 -1.2215 0.07
H -3.1127 -0.5065 0.6876 0.06
H -2.6141 -2.0745 1.4081 0.06
H -3.6191 -2.0486 -0.0693 0.09
H -1.0728 -3.9856 -0.4030 0.05
H -0.7123 -3.4513 -2.0650 0.05
H -2.4129 -3.5532 -1.5069 0.08
H -2.4369 0.3198 -1.7414 0.04
H -2.9089 -1.2614 -2.4303 0.09
H -1.3425 -0.5190 -2.8802 0.03
H 3.0298 -1.9693 3.1623 0.07
H 1.3817 -1.9739 3.8302 0.07
H 2.0111 -0.5129 3.0213 0.02
H 0.7046 -4.5363 1.8068 0.08
H -0.7432 -3.5305 1.5735 0.02
H 0.1496 -3.4671 3.1123 0.07
H 2.9059 -4.1061 1.5201 0.08
H 3.7362 -2.6254 0.9180 0.06
H 2.6805 -3.5821 -0.1689 0.06
H 1.9792 1.2474 -3.2806 0.09
H 1.4622 1.7832 -1.6541 0.02
H 0.2642 1.1583 -2.8264 0.05
H 1.6713 -1.4862 -4.0836 0.08
H 0.0248 -1.6918 -3.4484 0.03
H 1.3298 -2.7908 -2.9274 0.06
H 3.6783 -0.7296 -2.9639 0.09
H 3.6531 -1.8581 -1.5752 0.05
H 3.8954 -0.1044 -1.2977 0.03
C 3.9897 1.3619 0.8236 -0.40
C 4.6720 0.5420 1.7968 0.01
C 6.0140 0.2819 1.6760 -0.04
C 6.7736 0.8720 0.6621 0.00
C 6.1520 1.6895 -0.2914 -0.03
C 4.7988 1.9448 -0.2194 0.00
O 2.7239 1.5075 0.8242 -0.06
H 0.4499 -2.1965 -0.4771 0.01
H 4.0759 0.1306 2.6106 0.10
H 6.4904 -0.3856 2.3962 0.13
H 7.8544 0.6985 0.6068 0.14
H 6.7306 2.1320 -1.1000 0.13
H 4.2942 2.5804 -0.9452 0.12
C 0.4722 1.9769 2.5284 -0.20
P -0.4194 0.6790 1.6104 0.93
C -1.1892 -0.2490 3.0102 -0.21
C -1.8619 1.7434 1.1042 -0.38
C -2.7947 2.2372 2.0327 -0.08
C -3.8643 3.0267 1.6016 -0.03
C -3.9978 3.3530 0.2488 -0.03
C -3.0395 2.9147 -0.6678 -0.05
C -1.9437 2.1594 -0.2330 -0.17
H 1.4343 1.5850 2.8686 0.04
H -0.1407 2.2892 3.3854 0.08
H 0.6560 2.8320 1.8659 0.02
H -0.7981 0.1481 3.9531 0.08
H -2.2761 -0.1273 3.0009 0.06
H -0.9605 -1.3194 2.9629 0.01
H -2.6943 2.0085 3.0965 0.12
H -4.5936 3.3931 2.3277 0.13
H -4.8427 3.9573 -0.0944 0.13
H -3.1205 3.1742 -1.7241 0.12
H -1.1351 1.9136 -0.9259 0.07
```

***

## two
Molecular formula: C25H48CoOP4
Method: DFT, the ωB97M-V functional and the def2-TZVPD basis

Properties
- Net charge: +3
- HOMO-LUMO gap (spin up / spin down): 7.09 / 5.58 eV
- Highest occupied orbital energy (spin up / spin down): -16.5 / -16.7 eV
- 2S+1: 5
- Expectation value of S²: 6.06
- LUMO (spin up / spin down): -9.41 / -11.10 eV

Geometry as XYZ:
```
79
Properties=species:S:1:pos:R:3:lowdin_charge:R:1
Co 0.0283 -0.6172 -0.2345 0.05
P 1.2414 -2.4295 0.2816 0.78
P -0.9634 -1.2935 -2.1951 0.79
P -1.4924 -1.1622 1.5333 0.82
H -0.1507 4.4035 1.0463 0.06
C 0.0276 3.8795 1.9862 -0.09
C 1.2669 3.5078 2.3161 -0.08
H 2.1054 3.6685 1.6135 0.06
C 2.8796 -2.5277 -0.5582 -0.21
C 0.6118 -4.1481 -0.0072 -0.19
C 1.7926 -2.5111 2.0393 -0.20
C -1.0666 0.0934 -3.3417 -0.19
C -0.1903 -2.6384 -3.1188 -0.17
C -2.7055 -1.8879 -2.1232 -0.20
C -0.9033 -0.0580 2.8425 -0.20
C -1.6545 -2.8603 2.2167 -0.20
C -3.2379 -0.7108 1.3700 -0.20
H -0.8305 3.7435 2.6578 0.06
H 1.4976 2.9863 3.2626 0.06
H 3.4857 -1.6553 -0.2722 0.05
H 2.7639 -2.5490 -1.6514 0.05
H 3.3610 -3.4543 -0.2095 0.08
H 0.3382 -4.2988 -1.0568 0.03
H -0.2725 -4.3445 0.6087 0.03
H 1.3932 -4.8755 0.2611 0.08
H 2.4448 -1.6581 2.2666 0.04
H 2.3607 -3.4446 2.1743 0.09
H 0.9452 -2.4865 2.7358 0.02
H -2.1004 0.1345 -3.7136 0.08
H -0.3734 -0.0700 -4.1779 0.08
H -0.8194 1.0305 -2.8293 0.03
H -1.0252 -3.3150 -3.3654 0.08
H 0.5786 -3.1633 -2.5343 0.02
H 0.2223 -2.1610 -4.0213 0.08
H -2.8654 -2.3399 -3.1045 0.07
H -3.3992 -1.0563 -1.9537 0.07
H -2.8104 -2.6352 -1.3273 0.06
H -1.7255 0.0403 3.5601 0.08
H -0.6676 0.9199 2.3986 0.04
H -0.0292 -0.4957 3.3404 0.06
H -2.3257 -2.7847 3.0819 0.09
H -0.6864 -3.2598 2.5317 0.03
H -2.1143 -3.5183 1.4656 0.07
H -3.6846 -0.9449 2.3444 0.08
H -3.7361 -1.3148 0.6020 0.06
H -3.3678 0.3586 1.1667 0.03
C -2.4965 2.4554 -0.3191 -0.39
C -3.2000 2.2641 -1.5834 0.02
C -4.5394 2.5776 -1.7324 -0.04
C -5.3286 2.9500 -0.6398 0.00
C -4.7167 3.0514 0.6126 -0.03
C -3.3913 2.7024 0.8026 -0.01
O -1.2461 2.3669 -0.1556 -0.04
H -1.3790 -1.2635 -0.5518 -0.02
H -2.6459 1.8827 -2.4328 0.08
H -4.9924 2.5192 -2.7172 0.13
H -6.3967 3.1532 -0.7563 0.14
H -5.2998 3.3810 1.4702 0.13
H -2.9465 2.6488 1.7988 0.12
C 1.2642 2.4085 -1.1920 -0.22
P 1.5820 0.6471 -0.9127 0.86
C 2.3722 0.0604 -2.5021 -0.20
C 3.0548 0.8500 0.2802 -0.35
C 4.2401 1.3102 -0.3042 -0.09
C 5.3762 1.4846 0.4772 -0.03
C 5.3396 1.2068 1.8429 -0.03
C 4.1515 0.7935 2.4358 -0.05
C 2.9846 0.6710 1.6780 -0.14
H 0.3707 2.5144 -1.8187 0.04
H 2.1327 2.8804 -1.6667 0.08
H 1.0756 2.8863 -0.2198 0.02
H 2.3282 0.8365 -3.2782 0.08
H 3.4180 -0.2392 -2.3626 0.06
H 1.8377 -0.8171 -2.8886 0.01
H 4.2650 1.5218 -1.3786 0.11
H 6.2772 1.8388 0.0007 0.12
H 6.2342 1.3114 2.4399 0.13
H 4.1092 0.5795 3.4995 0.12
H 2.0191 0.4698 2.1663 0.08
```

***

Short version: one is the least stable of them.

***

## one
Molecular formula: C11H44N6O11
Method: DFT, the ωB97M-V functional and the def2-TZVPD basis

Properties
- HOMO-LUMO gap: 9.70 eV
- Highest occupied orbital energy: -9.3 eV
- LUMO: 0.39 eV

Geometry as XYZ:
```
72
Properties=species:S:1:pos:R:3:lowdin_charge:R:1
N 1.7871 -1.5763 3.9928 0.18
C 0.4956 -1.9178 3.8825 -0.64
N -0.0616 -2.5268 4.9824 0.17
O -0.1024 -1.7963 2.8125 0.00
H 2.1917 -1.4214 3.0771 0.06
H 2.3212 -1.7158 4.8257 0.11
H -1.0326 -2.7597 5.0454 0.11
H 0.5129 -2.5808 5.8003 0.09
N 2.2877 5.1730 0.6171 0.17
C 1.6843 4.2721 -0.2052 -0.61
N 0.7237 4.7317 -1.0313 0.20
O 1.7961 3.0479 0.0133 -0.03
H 2.3989 6.1499 0.4347 0.10
H 2.7503 4.7509 1.4033 0.11
H 0.7634 5.6700 -1.3776 0.11
H 0.0620 4.0281 -1.3241 0.09
N -1.1209 -0.7854 0.3773 0.18
C -0.5881 0.4446 0.0997 -0.56
N 0.6816 0.6015 0.5628 0.19
O -1.1836 1.3604 -0.4953 -0.03
H -2.1071 -0.8514 0.1171 0.06
H -0.7672 -1.2421 1.2053 0.05
H 1.1201 1.5168 0.4037 0.06
H 1.0862 0.0341 1.2865 0.07
C 0.2319 -2.1886 -2.4783 -0.15
O 0.7489 -3.5171 -2.6202 -0.14
H -0.5938 -2.1790 -1.7676 0.05
H 1.1125 -1.6396 -2.1451 0.07
H -0.0622 -1.7837 -3.4518 0.08
H 0.0622 -4.1126 -2.9313 0.07
C 1.7932 1.5512 -2.9782 -0.17
O 3.0684 1.7486 -2.3969 -0.12
H 1.6910 0.5598 -3.4124 0.07
H 1.0254 1.6815 -2.2084 0.04
H 1.5686 2.3197 -3.7271 0.08
H 2.9796 2.3464 -1.6484 0.03
C -2.8274 4.1605 -1.2652 -0.20
O -2.4802 3.6397 -0.0094 -0.13
H -2.0129 4.3235 -1.9834 0.06
H -3.4917 3.4674 -1.7957 0.07
H -3.3489 5.1142 -1.1887 0.07
H -2.0022 2.7853 -0.1488 0.03
C -2.6941 0.9298 -3.6491 -0.16
O -1.5193 1.5741 -3.1838 -0.15
H -3.4606 0.9353 -2.8687 0.07
H -2.9906 1.5191 -4.5165 0.08
H -2.5488 -0.1140 -3.9477 0.06
H -1.4434 1.4689 -2.2113 0.02
C -2.0103 -4.2357 0.9528 -0.17
O -2.5198 -5.5033 1.3588 -0.12
H -1.9129 -4.0649 -0.1229 0.07
H -2.6546 -3.4362 1.3136 0.07
H -1.0246 -4.0977 1.4067 0.07
H -2.1787 -6.1443 0.7288 0.07
C 3.7143 0.9721 3.0595 -0.15
O 5.0856 0.8156 3.4530 -0.11
H 3.6196 1.9828 2.6731 0.07
H 3.2831 0.2751 2.3408 0.04
H 3.1136 0.8706 3.9660 0.07
H 5.3139 -0.1058 3.2923 0.07
C -4.2671 -1.8143 -1.5160 -0.14
O -3.6948 -1.5270 -0.2497 -0.15
H -4.8883 -2.7160 -1.4908 0.09
H -4.9547 -1.0279 -1.8606 0.08
H -3.4650 -1.8181 -2.2544 0.07
H -4.4724 -1.3711 0.3016 0.10
C 2.5619 -2.7233 0.8546 -0.12
O 2.8816 -1.3373 0.9843 -0.16
H 3.4123 -3.2705 0.4411 0.08
H 2.4539 -3.1643 1.8500 0.07
H 1.6339 -2.8683 0.3070 0.08
H 2.4649 -0.8875 0.2386 0.06
```

***

## two
Molecular formula: C11H44N6O11
Method: DFT, the ωB97M-V functional and the def2-TZVPD basis

Properties
- HOMO-LUMO gap: 9.91 eV
- Highest occupied orbital energy: -9.3 eV
- LUMO: 0.56 eV

Geometry as XYZ:
```
72
Properties=species:S:1:pos:R:3:lowdin_charge:R:1
N -8.4101 18.7656 7.9640 0.17
C -8.1462 18.5609 9.2585 -0.70
N -8.3905 19.6420 9.9884 0.16
O -7.7812 17.4578 9.7283 -0.02
H -8.1683 18.0097 7.3401 0.06
H -8.5958 19.6743 7.5664 0.12
H -8.4566 19.5797 10.9932 0.12
H -8.5023 20.4813 9.4398 0.11
N -7.1137 15.0966 7.6338 0.21
C -7.3357 15.4844 6.4436 -0.68
N -7.6343 14.4628 5.5997 0.20
O -7.3319 16.6733 6.1380 0.00
H -7.1062 14.0946 7.7526 0.12
H -7.1962 15.7658 8.3870 0.10
H -7.9534 14.6366 4.6570 0.05
H -7.7248 13.5829 6.0847 0.11
N -10.4999 21.6731 2.0729 0.19
C -9.4780 21.5994 1.2803 -0.71
N -9.4230 22.4286 0.2001 0.16
O -8.6163 20.7326 1.4513 -0.01
H -11.1746 22.4028 1.8963 0.11
H -10.5453 21.1660 2.9452 0.09
H -10.2024 23.0333 -0.0112 0.10
H -8.5055 22.4374 -0.2200 0.11
C -3.1829 21.4715 1.2123 -0.19
O -3.9738 20.3720 1.5330 -0.11
H -2.2037 21.1067 0.9019 0.07
H -3.5597 22.1876 0.4811 0.07
H -3.0006 22.0386 2.1262 0.08
H -4.6097 20.6741 2.1869 0.03
C -10.4087 17.8813 -0.2219 -0.17
O -9.2854 17.7670 0.6009 -0.14
H -10.2288 18.5289 -1.0809 0.08
H -10.7375 16.9209 -0.6182 0.08
H -11.1381 18.4376 0.3679 0.07
H -8.6180 18.4526 0.5201 0.06
C -10.9001 18.6374 4.2856 -0.18
O -10.0711 19.7175 4.3562 -0.14
H -10.4790 17.8406 4.8985 0.08
H -11.9466 18.8946 4.4519 0.09
H -10.9564 18.5104 3.2030 0.08
H -9.2165 19.3336 4.1407 0.05
C -3.6954 15.7347 4.5875 -0.20
O -3.6147 15.7671 3.2187 -0.09
H -4.3545 16.5181 4.9618 0.05
H -4.1781 14.8355 4.9745 0.07
H -2.7051 15.7413 5.0434 0.09
H -2.7336 15.4649 2.9874 0.08
C -6.6653 18.1611 3.4500 -0.08
O -7.2196 18.7299 4.6610 -0.16
H -6.6838 17.0745 3.5395 0.08
H -7.2285 18.4672 2.5687 0.08
H -5.6039 18.3972 3.3733 0.09
H -7.2315 17.9617 5.2429 -0.01
C -9.7685 15.4027 3.3299 -0.12
O -8.7044 14.5114 2.9912 -0.15
H -10.5968 14.8957 3.8232 0.10
H -9.2471 16.1013 3.9855 0.05
H -10.0246 16.0387 2.4825 0.07
H -8.1679 14.7724 2.2391 0.09
C -6.7637 21.7844 3.7964 -0.18
O -5.6599 20.9733 3.9479 -0.12
H -7.6226 21.4421 4.3754 0.07
H -6.5332 22.7458 4.2565 0.08
H -7.0756 21.7355 2.7528 0.06
H -6.1777 20.2385 4.2906 0.02
C -5.1214 18.9320 7.6592 -0.11
O -4.3524 17.9234 6.9703 -0.14
H -5.3339 18.5647 8.6637 0.07
H -4.6439 19.9087 7.5965 0.09
H -6.0973 18.8495 7.1809 0.04
H -4.6383 17.0168 7.1028 0.05
```

***

Short version: two is the least stable of them.